Molecular formula: C40H85BBrN8O26
Method: DFT, ωB97M-V/def2-TZVPD

Each atom is followed by the atoms it is bonded to, with distances in Å.
CARTESIAN COORDINATES (ANGSTROEM)
1 C -4.26 -0.22 -0.71  O2 1.413, H29 1.085, H30 1.091, H31 1.086
2 O -2.85 -0.17 -0.68  C1 1.413, C3 1.413
3 C -2.30 0.95 -1.34  O2 1.413, C4 1.519, H32 1.089, H33 1.087
4 C -2.19 2.16 -0.43  C3 1.519, C5 1.537, H34 1.089, H35 1.085
5 C -1.27 3.27 -0.96  C4 1.537, C6 1.536, H36 1.085, H37 1.086
6 C -0.25 3.74 0.08  C5 1.536, C7 1.552, H38 1.084, H39 1.087
7 C 1.23 3.35 -0.18  C6 1.552, C8 1.530, H40 1.083, H41 1.086
8 C 1.76 2.47 0.96  C7 1.530, C9 1.534, H42 1.087, H43 1.090
9 C 3.28 2.43 1.11  C8 1.534, C10 1.535, H44 1.083, H45 1.087
10 C 3.85 1.11 1.67  C9 1.535, C11 1.536, H46 1.086, H47 1.084
11 C 3.29 0.65 3.03  C10 1.536, C12 1.479, H48 1.085, H49 1.087
12 C 2.00 -0.05 2.85  C11 1.479, N13 1.322, N28 1.351
13 N 1.83 -1.24 2.31  C12 1.322, C14 1.355
14 C 0.50 -1.42 2.15  N13 1.355, N15 1.321, N26 1.371
15 N 0.05 -2.50 1.53  C14 1.321, C16 1.464, B21 1.539
16 C -1.38 -2.74 1.29  N15 1.464, C17 1.505, H50 1.089, H51 1.086
17 C -1.69 -4.09 0.69  C16 1.505, N18 1.450, N19 1.457, N20 1.509
18 N -1.06 -4.23 -0.61  C17 1.450, H52 1.011, H53 1.010
19 N -1.29 -5.22 1.52  C17 1.457, H54 1.012, H55 1.014
20 N -3.20 -4.12 0.64  C17 1.509, H56 1.015, H57 1.015
21 B 1.22 -3.37 1.04  N15 1.539, O22 1.370, N23 1.458
22 O 1.43 -4.56 1.69  B21 1.370, H58 0.965
23 N 2.12 -2.89 0.00  B21 1.458, C24 1.488, C25 1.481
24 C 1.89 -3.53 -1.32  N23 1.488, H59 1.085, H60 1.086, H61 1.080
25 C 3.49 -3.24 0.45  N23 1.481, H62 1.083, H63 1.089, H64 1.086
26 N -0.17 -0.35 2.68  C14 1.371, Br27 1.838, N28 1.384
27 Br -1.93 0.16 2.82  N26 1.838
28 N 0.81 0.52 3.14  C12 1.351, N26 1.384, H65 1.005
29 H -4.58 -1.24 -0.87  C1 1.085
30 H -4.69 0.12 0.23  C1 1.091
31 H -4.68 0.37 -1.52  C1 1.086
32 H -2.89 1.22 -2.22  C3 1.089
33 H -1.30 0.68 -1.68  C3 1.087
34 H -3.20 2.57 -0.32  C4 1.089
35 H -1.90 1.83 0.56  C4 1.085
36 H -1.92 4.11 -1.21  C5 1.085
37 H -0.80 2.97 -1.89  C5 1.086
38 H -0.31 4.81 0.26  C6 1.084
39 H -0.55 3.29 1.02  C6 1.087
40 H 1.85 4.23 -0.33  C7 1.083
41 H 1.23 2.73 -1.07  C7 1.086
42 H 1.36 2.85 1.90  C8 1.087
43 H 1.37 1.46 0.79  C8 1.090
44 H 3.79 2.62 0.18  C9 1.083
45 H 3.54 3.21 1.82  C9 1.087
46 H 3.68 0.32 0.95  C10 1.086
47 H 4.91 1.25 1.78  C10 1.084
48 H 3.25 1.44 3.77  C11 1.085
49 H 3.99 -0.10 3.41  C11 1.087
50 H -1.77 -1.95 0.65  C16 1.089
51 H -1.93 -2.68 2.22  C16 1.086
52 H -1.08 -5.21 -0.85  N18 1.011
53 H -1.53 -3.68 -1.31  N18 1.010
54 H -2.13 -5.65 1.87  N19 1.012
55 H -0.81 -4.88 2.35  N19 1.014
56 H -3.43 -4.83 -0.05  N20 1.015
57 H -3.51 -3.26 0.20  N20 1.015
58 H 1.03 -5.31 1.23  O22 0.965
59 H 2.86 -3.62 -1.81  C24 1.085
60 H 1.49 -4.53 -1.23  C24 1.086
61 H 1.27 -2.92 -1.96  C24 1.080
62 H 3.61 -2.97 1.49  C25 1.083
63 H 3.66 -4.31 0.31  C25 1.089
64 H 4.24 -2.72 -0.14  C25 1.086
65 H 0.64 1.42 3.54  N28 1.005
66 C -6.70 5.44 2.89  O67 1.435, H72 1.084, H73 1.087, H74 1.088
67 O -6.85 4.02 2.97  C66 1.435, C68 1.317
68 C -5.81 3.32 2.56  O67 1.317, O69 1.205, O70 1.341
69 O -4.77 3.75 2.14  C68 1.205
70 O -6.10 2.02 2.68  C68 1.341, C71 1.415
71 C -5.07 1.16 2.22  O70 1.415, H75 1.095, H76 1.090, H77 1.087
72 H -7.62 5.87 3.26  C66 1.084
73 H -5.87 5.78 3.51  C66 1.087
74 H -6.54 5.75 1.86  C66 1.088
75 H -4.16 1.34 2.80  C71 1.095
76 H -4.87 1.33 1.16  C71 1.090
77 H -5.41 0.14 2.37  C71 1.087
78 C 4.87 -6.57 2.45  O79 1.428, H84 1.086, H85 1.088, H86 1.088
79 O 5.27 -7.09 1.19  C78 1.428, C80 1.336
80 C 5.36 -8.42 1.15  O79 1.336, O81 1.199, O82 1.331
81 O 5.14 -9.17 2.06  C80 1.199
82 O 5.75 -8.77 -0.08  C80 1.331, C83 1.434
83 C 5.89 -10.19 -0.27  O82 1.434, H87 1.087, H88 1.088, H89 1.086
84 H 4.82 -5.49 2.35  C78 1.086
85 H 3.88 -6.93 2.72  C78 1.088
86 H 5.58 -6.83 3.23  C78 1.088
87 H 4.94 -10.69 -0.11  C83 1.087
88 H 6.65 -10.59 0.39  C83 1.088
89 H 6.20 -10.32 -1.30  C83 1.086
90 C -7.61 10.66 5.62  O91 1.430, H96 1.085, H97 1.088, H98 1.088
91 O -6.20 10.75 5.86  C90 1.430, C92 1.327
92 C -5.51 9.69 5.47  O91 1.327, O93 1.204, O94 1.332
93 O -5.96 8.70 4.95  C92 1.204
94 O -4.22 9.90 5.75  C92 1.332, C95 1.427
95 C -3.35 8.83 5.38  O94 1.427, H99 1.089, H100 1.089, H101 1.086
96 H -8.03 11.59 5.99  C90 1.085
97 H -7.81 10.56 4.55  C90 1.088
98 H -8.04 9.82 6.16  C90 1.088
99 H -3.39 8.66 4.30  C95 1.089
100 H -3.62 7.92 5.91  C95 1.089
101 H -2.35 9.14 5.66  C95 1.086
102 C 7.59 -6.26 -1.20  O103 1.433, H108 1.086, H109 1.089, H110 1.084
103 O 8.92 -6.01 -1.66  C102 1.433, C104 1.329
104 C 9.19 -6.50 -2.86  O103 1.329, O105 1.204, O106 1.329
105 O 8.43 -7.13 -3.54  C104 1.204
106 O 10.44 -6.19 -3.18  C104 1.329, C107 1.431
107 C 10.87 -6.67 -4.46  O106 1.431, H111 1.088, H112 1.088, H113 1.085
108 H 7.51 -5.81 -0.21  C102 1.086
109 H 6.86 -5.79 -1.87  C102 1.089
110 H 7.39 -7.32 -1.13  C102 1.084
111 H 10.25 -6.25 -5.25  C107 1.088
112 H 10.82 -7.76 -4.49  C107 1.088
113 H 11.89 -6.34 -4.58  C107 1.085
114 C -10.86 3.01 -2.25  O115 1.432, H120 1.085, H121 1.088, H122 1.088
115 O -9.45 2.93 -2.45  C114 1.432, C116 1.325
116 C -8.73 3.45 -1.47  O115 1.325, O117 1.203, O118 1.335
117 O -9.15 3.94 -0.46  C116 1.203
118 O -7.44 3.34 -1.79  C116 1.335, C119 1.426
119 C -6.55 3.89 -0.82  O118 1.426, H123 1.087, H124 1.089, H125 1.087
120 H -11.32 2.55 -3.12  C114 1.085
121 H -11.16 2.47 -1.35  C114 1.088
122 H -11.18 4.05 -2.18  C114 1.088
123 H -6.67 3.37 0.13  C119 1.087
124 H -6.74 4.95 -0.68  C119 1.089
125 H -5.54 3.74 -1.19  C119 1.087
126 C -9.38 9.37 -4.11  O127 1.430, H132 1.086, H133 1.088, H134 1.088
127 O -9.41 9.29 -2.68  C126 1.430, C128 1.331
128 C -9.97 8.18 -2.20  O127 1.331, O129 1.203, O130 1.330
129 O -10.42 7.28 -2.86  C128 1.203
130 O -9.93 8.24 -0.87  C128 1.330, C131 1.431
131 C -10.52 7.10 -0.24  O130 1.431, H135 1.087, H136 1.088, H137 1.086
132 H -8.90 10.31 -4.35  C126 1.086
133 H -8.79 8.54 -4.52  C126 1.088
134 H -10.38 9.35 -4.51  C126 1.088
135 H -9.99 6.19 -0.51  C131 1.087
136 H -11.57 7.01 -0.50  C131 1.088
137 H -10.43 7.26 0.83  C131 1.086
138 C 4.50 8.25 -3.02  O139 1.432, H144 1.086, H145 1.088, H146 1.088
139 O 4.16 6.92 -2.63  C138 1.432, C140 1.331
140 C 4.98 5.98 -3.10  O139 1.331, O141 1.200, O142 1.335
141 O 5.94 6.17 -3.80  C140 1.200
142 O 4.56 4.80 -2.66  C140 1.335, C143 1.429
143 C 5.36 3.70 -3.10  O142 1.429, H147 1.088, H148 1.088, H149 1.087
144 H 3.76 8.90 -2.57  C138 1.086
145 H 5.49 8.52 -2.66  C138 1.088
146 H 4.47 8.35 -4.10  C138 1.088
147 H 6.38 3.79 -2.74  C143 1.088
148 H 5.36 3.63 -4.19  C143 1.088
149 H 4.91 2.80 -2.68  C143 1.087
150 C 10.15 -14.68 -2.93  O151 1.430, H156 1.086, H157 1.088, H158 1.088
151 O 9.34 -13.55 -3.25  C150 1.430, C152 1.330
152 C 9.68 -12.43 -2.62  O151 1.330, O153 1.202, O154 1.333
153 O 10.58 -12.32 -1.83  C152 1.202
154 O 8.85 -11.46 -3.01  C152 1.333, C155 1.429
155 C 9.11 -10.20 -2.41  O154 1.429, H159 1.089, H160 1.089, H161 1.086
156 H 9.76 -15.51 -3.51  C150 1.086
157 H 11.19 -14.50 -3.20  C150 1.088
158 H 10.07 -14.91 -1.87  C150 1.088
159 H 10.11 -9.85 -2.66  C155 1.089
160 H 9.00 -10.26 -1.33  C155 1.089
161 H 8.38 -9.50 -2.81  C155 1.086

As for the maximum force: 1.66 eV Å⁻¹. Its HOMO energy is -0.4125 hartree. Its net charge is +1. The value obtained for the total energy is -178727.9142 eV.



Molecular formula: C40H85F6N4O20S5
Method: DFT, ωB97M-V/def2-TZVPD

Each atom is followed by the atoms it is bonded to, with distances in Å.
CARTESIAN COORDINATES (ANGSTROEM)
1 C -1.00 3.55 -5.79  C2 1.528, H11 1.094, H12 1.088, H13 1.091
2 C -0.70 2.16 -6.35  C1 1.528, C3 1.538, H14 1.096, H15 1.091
3 C -0.46 1.12 -5.25  C2 1.538, C4 1.580, H16 1.090, H17 1.094
4 C 0.85 1.53 -4.46  C3 1.580, N5 1.555, H18 1.088, H19 1.089
5 N 1.44 0.40 -3.57  C4 1.555, C6 1.514, C9 1.555, C10 1.501
6 C 2.50 1.06 -2.70  N5 1.514, C7 1.547, H20 1.089, H21 1.088
7 C 3.59 -0.04 -2.61  C6 1.547, C8 1.538, H22 1.090, H23 1.092
8 C 3.56 -0.79 -3.95  C7 1.538, C9 1.538, H24 1.090, H25 1.089
9 C 2.07 -0.80 -4.33  N5 1.555, C8 1.538, H26 1.085, H27 1.089
10 C 0.36 -0.19 -2.71  N5 1.501, H28 1.090, H29 1.090, H30 1.087
11 H -0.90 4.29 -6.59  C1 1.094
12 H -0.30 3.86 -5.01  C1 1.088
13 H -2.07 3.69 -5.62  C1 1.091
14 H 0.18 2.24 -7.00  C2 1.096
15 H -1.43 1.85 -7.11  C2 1.091
16 H -0.52 0.05 -5.40  C3 1.090
17 H -1.30 1.33 -4.58  C3 1.094
18 H 0.58 2.33 -3.78  C4 1.088
19 H 1.59 1.88 -5.18  C4 1.089
20 H 2.14 1.35 -1.72  C6 1.089
21 H 2.99 1.90 -3.19  C6 1.088
22 H 3.52 -0.68 -1.73  C7 1.090
23 H 4.63 0.30 -2.58  C7 1.092
24 H 3.81 -1.84 -3.82  C8 1.090
25 H 4.15 -0.36 -4.76  C8 1.089
26 H 1.52 -1.69 -4.05  C9 1.085
27 H 1.98 -0.57 -5.39  C9 1.089
28 H -0.02 0.60 -2.07  C10 1.090
29 H 0.84 -0.92 -2.06  C10 1.090
30 H -0.49 -0.69 -3.18  C10 1.087
31 O -4.46 1.02 -0.71  C32 1.353, H35 0.966
32 C -5.01 0.41 0.36  O31 1.353, O33 1.266, O34 1.260
33 O -6.02 0.88 0.97  C32 1.266
34 O -4.63 -0.64 0.95  C32 1.260
35 H -3.65 0.50 -0.80  O31 0.966
36 C -1.59 -2.03 -0.16  F37 1.306, F38 1.348, F39 1.355, S40 1.918
37 F -2.26 -1.16 -0.87  C36 1.306
38 F -2.43 -2.95 0.37  C36 1.348
39 F -0.72 -2.67 -0.97  C36 1.355
40 S -0.68 -1.15 1.27  C36 1.918, O41 1.459, O42 1.450, N43 1.675, S44 2.583
41 O -1.64 -0.93 2.35  S40 1.459
42 O 0.42 -2.05 1.58  S40 1.450
43 N -0.19 0.30 0.60  S40 1.675, S44 1.552
44 S 0.48 1.12 1.74  S40 2.583, N43 1.552, O45 1.435, O46 1.489, C47 2.002
45 O 0.35 0.76 3.12  S44 1.435
46 O 1.86 1.54 1.37  S44 1.489
47 C -0.55 2.80 1.39  S44 2.002, F48 1.345, F49 1.335, F50 1.324
48 F -1.83 2.47 1.13  C47 1.345
49 F -0.52 3.59 2.47  C47 1.335
50 F -0.12 3.36 0.28  C47 1.324
51 C 0.08 -4.47 6.16  S52 1.826, H55 1.090, H56 1.090, H57 1.092
52 S 0.16 -5.67 4.79  C51 1.826, O53 1.521, C54 1.822
53 O -1.22 -6.29 4.62  S52 1.521
54 C 0.41 -4.49 3.42  S52 1.822, H58 1.088, H59 1.091, H60 1.088
55 H -0.58 -4.88 6.93  C51 1.090
56 H -0.16 -3.42 5.99  C51 1.090
57 H 1.07 -4.52 6.60  C51 1.092
58 H 0.74 -3.60 3.95  C54 1.088
59 H -0.53 -4.34 2.89  C54 1.091
60 H 1.06 -4.75 2.59  C54 1.088
61 C -3.89 -4.33 3.22  S62 1.818, H65 1.090, H66 1.089, H67 1.093
62 S -3.35 -2.74 3.93  C61 1.818, O63 1.534, C64 1.821
63 O -4.35 -1.66 3.49  S62 1.534
64 C -3.64 -3.08 5.70  S62 1.821, H68 1.092, H69 1.092, H70 1.090
65 H -3.63 -4.48 2.17  C61 1.090
66 H -4.97 -4.37 3.38  C61 1.089
67 H -3.30 -5.14 3.66  C61 1.093
68 H -3.30 -2.15 6.14  C64 1.092
69 H -2.94 -3.84 6.05  C64 1.092
70 H -4.64 -3.30 6.08  C64 1.090
71 C -2.71 1.29 4.28  S72 1.814, H75 1.093, H76 1.088, H77 1.090
72 S -4.45 1.74 4.47  C71 1.814, O73 1.487, C74 1.839
73 O -5.24 0.78 3.66  S72 1.487
74 C -4.42 1.33 6.26  S72 1.839, H78 1.090, H79 1.090, H80 1.092
75 H -2.68 0.21 4.40  C71 1.093
76 H -1.96 1.78 4.91  C71 1.088
77 H -2.47 1.33 3.22  C71 1.090
78 H -4.21 0.27 6.32  C74 1.090
79 H -5.28 1.65 6.85  C74 1.090
80 H -3.61 1.88 6.75  C74 1.092
81 C 2.58 -4.15 -1.64  O82 1.215, N83 1.354, H86 1.102
82 O 3.38 -3.93 -2.53  C81 1.215
83 N 2.24 -5.41 -1.28  C81 1.354, C84 1.483, C85 1.448
84 C 1.28 -5.55 -0.15  N83 1.483, H87 1.090, H88 1.089, H89 1.089
85 C 2.95 -6.57 -1.77  N83 1.448, H90 1.089, H91 1.089, H92 1.093
86 H 2.02 -3.33 -1.16  C81 1.102
87 H 1.80 -5.56 0.80  C84 1.090
88 H 0.67 -6.45 -0.26  C84 1.089
89 H 0.64 -4.68 -0.24  C84 1.089
90 H 2.32 -7.28 -2.31  C85 1.089
91 H 3.80 -6.16 -2.32  C85 1.089
92 H 3.38 -7.10 -0.91  C85 1.093
93 C -1.01 -3.26 -5.56  O94 1.228, N95 1.345, H98 1.099
94 O -0.62 -2.24 -5.00  C93 1.228
95 N -1.92 -4.05 -4.95  C93 1.345, C96 1.445, C97 1.465
96 C -2.37 -5.22 -5.67  N95 1.445, H99 1.094, H100 1.087, H101 1.092
97 C -2.36 -3.89 -3.57  N95 1.465, H102 1.089, H103 1.092, H104 1.087
98 H -0.75 -3.48 -6.60  C93 1.099
99 H -1.99 -6.13 -5.19  C96 1.094
100 H -2.08 -5.25 -6.72  C96 1.087
101 H -3.44 -5.24 -5.46  C96 1.092
102 H -3.43 -4.09 -3.48  C97 1.089
103 H -1.85 -4.57 -2.88  C97 1.092
104 H -2.13 -2.88 -3.22  C97 1.087
105 O -3.28 5.49 -2.05  C106 1.204
106 C -4.27 5.91 -1.51  O105 1.204, O107 1.340, C110 1.520
107 O -4.91 5.41 -0.45  C106 1.340, C108 1.460
108 C -4.42 4.16 0.12  O107 1.460, C109 1.534, H111 1.088, H112 1.087
109 C -5.00 4.17 1.54  C108 1.534, H113 1.091, H114 1.092, H115 1.090
110 C -5.00 7.06 -2.16  C106 1.520, H116 1.093, H117 1.089, H118 1.091
111 H -3.34 4.10 0.27  C108 1.088
112 H -4.76 3.32 -0.49  C108 1.087
113 H -6.09 4.21 1.54  C109 1.091
114 H -4.69 5.07 2.07  C109 1.092
115 H -4.76 3.30 2.16  C109 1.090
116 H -5.23 6.77 -3.19  C110 1.093
117 H -4.35 7.94 -2.18  C110 1.089
118 H -6.03 7.34 -1.92  C110 1.091
119 O 1.89 4.46 -3.08  C120 1.224
120 C 2.16 5.26 -2.20  O119 1.224, O121 1.301, C124 1.512
121 O 1.98 6.54 -2.32  C120 1.301, C122 1.451
122 C 1.20 7.05 -3.43  O121 1.451, C123 1.524, H125 1.086, H126 1.088
123 C 2.25 7.43 -4.46  C122 1.524, H127 1.086, H128 1.095, H129 1.095
124 C 2.72 4.76 -0.89  C120 1.512, H130 1.091, H131 1.092, H132 1.089
125 H 0.63 7.94 -3.17  C122 1.086
126 H 0.63 6.32 -4.00  C122 1.088
127 H 2.91 6.63 -4.80  C123 1.086
128 H 2.88 8.28 -4.17  C123 1.095
129 H 1.72 8.02 -5.21  C123 1.095
130 H 2.81 3.67 -0.84  C124 1.091
131 H 2.06 4.80 -0.02  C124 1.092
132 H 3.66 5.23 -0.62  C124 1.089
133 O 4.00 -5.35 3.08  C134 1.230
134 C 4.85 -4.65 2.54  O133 1.230, O135 1.304, C138 1.509
135 O 4.78 -3.40 2.19  C134 1.304, C136 1.420
136 C 3.51 -2.78 2.34  O135 1.420, C137 1.554, H139 1.089, H140 1.093
137 C 3.62 -1.28 1.94  C136 1.554, H141 1.089, H142 1.089, H143 1.091
138 C 6.23 -5.21 2.25  C134 1.509, H144 1.088, H145 1.090, H146 1.088
139 H 3.03 -2.97 3.30  C136 1.089
140 H 2.90 -3.35 1.63  C136 1.093
141 H 4.24 -0.66 2.59  C137 1.089
142 H 2.57 -0.97 1.89  C137 1.089
143 H 4.06 -1.13 0.96  C137 1.091
144 H 6.74 -4.40 1.73  C138 1.088
145 H 5.94 -6.08 1.67  C138 1.090
146 H 6.72 -5.47 3.18  C138 1.088
147 O 4.75 3.11 2.29  C148 1.212
148 C 3.91 3.66 2.97  O147 1.212, O149 1.342, C152 1.535
149 O 3.06 3.06 3.81  C148 1.342, C150 1.426
150 C 3.23 1.68 4.13  O149 1.426, C151 1.534, H153 1.094, H154 1.087
151 C 2.36 1.41 5.37  C150 1.534, H155 1.089, H156 1.089, H157 1.092
152 C 3.44 5.08 2.62  C148 1.535, H158 1.085, H159 1.090, H160 1.090
153 H 4.31 1.62 4.26  C150 1.094
154 H 3.00 1.02 3.29  C150 1.087
155 H 1.32 1.57 5.12  C151 1.089
156 H 2.68 2.01 6.23  C151 1.089
157 H 2.39 0.36 5.67  C151 1.092
158 H 3.51 5.18 1.54  C152 1.085
159 H 4.00 5.81 3.21  C152 1.090
160 H 2.40 5.16 2.95  C152 1.090

As for the maximum force: 7.82 eV Å⁻¹. Its HOMO energy is -0.0926 hartree. Its net charge is -1. The value obtained for the total energy is -160243.9009 eV.



Question: Which value of net charge does entry 2 give?
Answer: -1



Question: maximum force of number 2 (C40H85F6N4O20S5)?
Answer: 7.82 eV Å⁻¹



Question: net charge of number 2 (C40H85F6N4O20S5)?
Answer: -1